Entry 1:
74
Properties=species:S:1:pos:R:3 method="wB97M-V/def2-TZVPD" homo_ev=-8.898 smiles="CN(C[C@H](Cc1ccccc1)N(C[C@H](CC1CCCCC1)N(CCc1ccccc1)N=O)N=O)N=O" lumo_energy_ev=0.64 relative_energy_kcal_mol=125.6 total_charge=0
C -3.587 -2.502 4.234
N -2.445 -1.952 3.538
C -2.111 -2.484 2.235
C -1.568 -1.390 1.296
C -2.702 -0.641 0.573
C -3.647 -0.018 1.561
C -3.242 1.075 2.319
C -4.093 1.633 3.255
C -5.363 1.112 3.437
C -5.782 0.037 2.673
C -4.925 -0.527 1.742
N -0.644 -1.982 0.326
C 0.734 -1.533 0.248
C 1.107 -1.167 -1.198
C 2.627 -0.998 -1.383
C 3.407 -0.150 -0.368
C 4.905 -0.388 -0.593
C 5.749 0.421 0.387
C 5.443 1.908 0.251
C 3.958 2.156 0.483
C 3.117 1.345 -0.498
N 0.318 -0.027 -1.635
C -0.315 -0.052 -2.942
C 0.665 0.015 -4.117
C 1.664 1.141 -4.033
C 1.308 2.410 -3.592
C 2.251 3.420 -3.523
C 3.561 3.184 -3.902
C 3.922 1.928 -4.359
C 2.980 0.917 -4.422
N 0.092 0.903 -0.757
O -0.633 1.847 -1.077
N -0.955 -2.940 -0.493
O -2.101 -3.389 -0.462
N -1.645 -1.061 4.039
O -1.889 -0.629 5.165
H -3.630 -2.014 5.209
H -4.501 -2.289 3.680
H -3.470 -3.578 4.362
H -3.003 -2.942 1.805
H -1.349 -3.267 2.348
H -1.001 -0.685 1.906
H -3.240 -1.338 -0.073
H -2.262 0.142 -0.046
H -2.257 1.491 2.171
H -3.764 2.474 3.845
H -6.027 1.546 4.170
H -6.775 -0.368 2.804
H -5.256 -1.366 1.145
H 1.396 -2.337 0.583
H 0.856 -0.665 0.891
H 0.798 -2.005 -1.833
H 3.049 -2.006 -1.368
H 2.808 -0.582 -2.374
H 3.162 -0.473 0.648
H 5.133 -1.451 -0.482
H 5.160 -0.095 -1.614
H 6.808 0.236 0.199
H 5.529 0.098 1.407
H 6.037 2.479 0.967
H 5.713 2.243 -0.753
H 3.732 3.217 0.363
H 3.698 1.874 1.506
H 2.061 1.542 -0.311
H 3.344 1.666 -1.517
H -0.914 -0.966 -3.020
H -0.988 0.810 -2.956
H 1.198 -0.935 -4.203
H 0.068 0.134 -5.026
H 0.295 2.621 -3.285
H 1.958 4.397 -3.167
H 4.296 3.973 -3.843
H 4.941 1.732 -4.663
H 3.271 -0.061 -4.785

Entry 2:
12
Properties=species:S:1:pos:R:3 method="wB97M-V/def2-TZVPD" homo_ev="-13.075 / -14.947" lumo_energy_ev="-4.83 / -8.53" spin_multiplicity=3 relative_energy_kcal_mol=6.9 total_charge=+1
O 0.021 -0.411 -1.595
C -0.177 -1.750 -1.525
C 0.576 0.328 -0.493
O 0.288 -2.353 -0.495
O -0.980 -2.213 -2.322
C -0.318 0.516 0.667
H 0.793 1.318 -0.911
H 1.534 -0.130 -0.203
H -1.107 1.256 0.770
O -0.227 -0.400 1.728
H -0.699 -0.094 2.514
Ag 0.335 -2.310 1.412

Entry 3:
19
Properties=species:S:1:pos:R:3 method="wB97M-V/def2-TZVPD" homo_ev=-9.508 smiles=C[C@@H]1OCC[C@@H]1C lumo_energy_ev=1.12 relative_energy_kcal_mol=11.0 total_charge=0
C -0.401 0.245 -1.984
C 0.588 -0.019 -0.862
O 0.583 -1.437 -0.737
C 0.725 -1.819 0.608
C 0.096 -0.688 1.430
C 0.290 0.571 0.554
C -0.861 1.581 0.614
H -1.421 0.040 -1.644
H -0.350 1.256 -2.398
H -0.170 -0.474 -2.776
H 1.594 0.311 -1.166
H 0.216 -2.784 0.713
H 1.788 -1.970 0.855
H -0.971 -0.880 1.594
H 0.572 -0.589 2.411
H 1.191 1.096 0.896
H -0.962 2.009 1.619
H -0.687 2.418 -0.075
H -1.824 1.131 0.349